No. 1
Density functional theory data (ωB97M-V with the def2-TZVPD basis set) for a molecular structure, C36H37NOsP2.

Its charge is +2. For the lowest unoccupied orbital energy (spin up / spin down), the calculation gives -6.11 / -9.64 eV. The calculation puts the total energy at -2221.242074 Eh. Its spin multiplicity is 5. The max |F| comes out at 4.53 eV/Å. The calculation puts the HOMO energy (spin up / spin down) at -12.49 / -14.16 eV. As for the expectation value of S²: 6.02.

Last column: Mulliken charge in e.
Atoms and positions in Å:
Os (1.16, -0.73, 0.18)  1.966
C (-1.52, -0.07, 4.61)  -0.357
C (-2.66, -0.10, 3.87)  -0.292
C (-3.39, 1.08, 3.35)  -1.013
C (-2.74, 1.70, 2.09)  -0.573
C (-1.31, 2.06, 2.30)  0.541
C (-0.52, 2.34, 3.35)  -0.054
C (-0.74, 2.38, 4.83)  -0.916
C (-1.12, 1.03, 5.52)  -0.932
C (3.12, -0.61, 0.67)  -1.657
H (-1.27, -1.04, 5.04)  0.508
H (-3.18, -1.03, 3.78)  0.610
H (-3.49, 1.90, 4.08)  0.403
H (-4.38, 0.73, 3.06)  0.511
H (-2.74, 0.93, 1.31)  0.196
H (-3.33, 2.55, 1.71)  0.466
H (-0.72, 1.86, 1.41)  -0.236
H (0.53, 2.30, 3.12)  0.409
H (-1.43, 3.19, 5.11)  0.492
H (0.26, 2.66, 5.23)  0.285
H (-0.24, 0.64, 6.09)  0.416
H (-1.86, 1.28, 6.29)  0.321
H (3.00, -1.61, 1.19)  0.538
H (3.48, 0.09, 1.40)  0.538
H (3.83, -0.79, -0.18)  0.339
P (-0.40, -1.42, -1.32)  1.005
P (1.06, 0.84, -1.28)  0.229
C (-1.38, 0.05, -1.86)  -0.452
C (-0.64, 1.18, -1.95)  -0.620
C (-0.57, -2.55, -2.78)  0.243
C (-1.62, -2.42, -3.71)  -0.405
C (-1.79, -3.39, -4.73)  -0.720
C (-0.94, -4.48, -4.81)  -0.487
C (0.09, -4.62, -3.88)  -0.734
C (0.27, -3.69, -2.86)  -0.194
C (-1.40, -2.32, -0.12)  0.083
C (-1.07, -2.05, 1.21)  0.834
C (-1.52, -2.80, 2.28)  -0.960
C (-2.40, -3.81, 2.01)  -0.685
C (-2.78, -4.09, 0.68)  -0.722
C (-2.30, -3.35, -0.40)  -0.843
C (2.03, 0.84, -2.82)  0.745
C (1.98, -0.20, -3.76)  -0.421
C (2.55, -0.04, -5.04)  -0.732
C (3.24, 1.14, -5.37)  -0.461
C (3.37, 2.14, -4.41)  -0.817
C (2.76, 1.98, -3.14)  -0.443
C (1.62, 2.18, -0.16)  1.556
C (3.00, 2.34, 0.10)  -0.720
C (3.42, 3.47, 0.81)  -0.951
C (2.54, 4.52, 1.03)  -0.625
C (1.27, 4.47, 0.50)  -0.851
C (0.78, 3.30, -0.08)  -0.575
H (-2.45, -0.07, -2.17)  0.674
H (-0.99, 2.16, -2.27)  0.718
H (-2.30, -1.59, -3.67)  0.326
H (-2.61, -3.27, -5.45)  0.418
H (-1.10, -5.23, -5.59)  0.417
H (0.76, -5.49, -3.95)  0.400
H (1.05, -3.83, -2.11)  0.422
H (-0.48, -1.12, 1.42)  -0.871
H (-1.18, -2.48, 3.28)  0.660
H (-2.80, -4.41, 2.84)  0.463
H (-3.46, -4.90, 0.44)  0.426
H (-2.63, -3.51, -1.42)  0.596
H (1.49, -1.15, -3.50)  0.351
H (2.44, -0.81, -5.82)  0.431
H (3.65, 1.29, -6.38)  0.391
H (3.90, 3.06, -4.65)  0.413
H (2.84, 2.77, -2.39)  0.334
H (3.70, 1.62, -0.31)  0.746
H (4.47, 3.51, 1.13)  0.433
H (2.88, 5.41, 1.57)  0.487
H (0.61, 5.33, 0.47)  0.444
H (-0.15, 3.25, -0.63)  0.329
N (1.30, -0.28, 3.39)  -0.678
C (1.18, -0.23, 2.21)  -0.117

---

No. 2
Density functional theory data (ωB97M-V with the def2-TZVPD basis set) for a single C4H6S3 molecule.

Its charge is 0. For the lowest unoccupied orbital energy, the calculation gives -0.46 eV. The calculation puts the total energy at -1350.518938 Eh. The max |F| comes out at 1.25 eV/Å. The structure (SMILES) is S=C1[C@H](S)C[C@@H]1S. The calculation puts the HOMO energy at -8.98 eV.

Last column: Mulliken charge in e.
Atoms and positions in Å:
S (-2.25, -1.17, 0.10)  -0.264
C (-0.91, -0.42, 0.49)  0.014
C (-0.44, 1.02, 0.35)  -0.011
S (-1.32, 2.22, -0.71)  -0.177
C (0.96, 0.48, -0.04)  -0.689
C (0.52, -0.90, 0.63)  -0.034
S (1.02, -2.45, -0.17)  -0.180
H (-0.50, 1.50, 1.33)  0.227
H (-0.65, 1.89, -1.85)  0.121
H (0.91, 0.31, -1.11)  0.282
H (1.91, 0.96, 0.26)  0.316
H (0.78, -0.92, 1.69)  0.272
H (-0.03, -2.54, -0.97)  0.125

---

No. 3
Density functional theory data (ωB97M-V with the def2-TZVPD basis set) for a single C22H28N4O molecule.

Its charge is 0. For the lowest unoccupied orbital energy, the calculation gives 0.72 eV. The calculation puts the total energy at -1149.460631 Eh. The max |F| comes out at 0.69 eV/Å. The structure (SMILES) is CCCCNc1nc2ccccc2n1CC(=O)Nc1c(C)cccc1CC. The calculation puts the HOMO energy at -7.93 eV.

Last column: Mulliken charge in e.
Atoms and positions in Å:
C (-0.12, -0.54, -3.99)  -1.520
C (0.67, -1.02, -2.78)  0.635
C (0.76, -2.54, -2.73)  -0.566
C (1.69, -3.04, -1.61)  -0.986
N (1.26, -2.63, -0.29)  -0.169
C (1.79, -1.52, 0.27)  0.569
N (2.84, -0.89, -0.18)  -0.689
C (3.06, 0.14, 0.70)  0.481
C (4.03, 1.14, 0.70)  -0.781
C (3.99, 2.08, 1.70)  -0.528
C (3.02, 2.05, 2.70)  -0.745
C (2.04, 1.07, 2.73)  -1.008
C (2.08, 0.12, 1.72)  1.112
N (1.28, -0.97, 1.44)  0.183
C (0.10, -1.34, 2.15)  -1.482
C (-1.19, -0.64, 1.67)  0.916
O (-2.23, -0.78, 2.29)  -0.708
N (-1.03, 0.06, 0.53)  0.945
C (-1.95, 0.92, -0.12)  0.405
C (-1.50, 2.22, -0.40)  1.008
C (-0.13, 2.66, 0.02)  -1.312
C (-2.35, 3.09, -1.06)  -0.953
C (-3.62, 2.69, -1.44)  -0.912
C (-4.04, 1.41, -1.17)  -1.110
C (-3.22, 0.49, -0.52)  0.685
C (-3.70, -0.92, -0.32)  -0.939
C (-2.94, -1.89, -1.23)  -0.548
H (-0.20, 0.54, -3.99)  0.392
H (-1.13, -0.96, -3.97)  0.245
H (0.36, -0.85, -4.91)  0.429
H (0.18, -0.65, -1.87)  -0.426
H (1.68, -0.60, -2.80)  0.502
H (-0.24, -2.97, -2.60)  0.180
H (1.16, -2.91, -3.68)  0.473
H (1.73, -4.13, -1.63)  0.359
H (2.69, -2.63, -1.74)  0.432
H (0.31, -2.86, -0.04)  0.250
H (4.78, 1.16, -0.08)  0.476
H (4.73, 2.87, 1.72)  0.398
H (3.02, 2.81, 3.47)  0.403
H (1.29, 1.05, 3.50)  0.384
H (-0.06, -2.43, 2.09)  0.343
H (0.22, -1.10, 3.21)  0.455
H (-0.07, 0.22, 0.25)  -0.760
H (0.04, 2.48, 1.08)  0.265
H (0.65, 2.12, -0.54)  0.266
H (0.00, 3.72, -0.18)  0.438
H (-2.01, 4.10, -1.27)  0.400
H (-4.27, 3.38, -1.94)  0.403
H (-5.03, 1.09, -1.48)  0.395
H (-4.76, -0.97, -0.56)  0.503
H (-3.57, -1.21, 0.72)  0.218
H (-3.08, -1.63, -2.27)  0.275
H (-3.31, -2.91, -1.08)  0.421
H (-1.88, -1.88, -1.01)  -0.102

---

No. 4
Density functional theory data (ωB97M-V with the def2-TZVPD basis set) for 2 unconnected molecules or ions with the total composition CH3BrNO2S.

Its charge is -1. For the lowest unoccupied orbital energy (spin up / spin down), the calculation gives 3.23 / 2.89 eV. The calculation puts the total energy at -3217.249843 Eh. The max |F| comes out at 3.05 eV/Å. The calculation puts the HOMO energy (spin up / spin down) at -4.85 / -3.51 eV.

Last column: Mulliken charge in e.
Atoms and positions in Å:
C (1.22, 0.01, 0.30)  -0.424
N (-0.73, -0.41, -1.34)  -0.602
O (-0.97, -2.82, -1.80)  -0.603
O (-2.71, -1.67, -0.48)  -0.558
S (-1.72, -1.59, -1.55)  0.568
Br (1.56, 1.91, 0.25)  -0.194
H (1.83, -0.36, -0.44)  0.168
H (0.15, -0.12, 0.08)  0.404
H (0.20, -0.65, -1.87)  0.240

---

We obtain ΔE to the lowest compared entry with this formula, charge and spin values of 2.503, 0.766, 0.000, 3.794 eV for the records listed above, in that order.